<1>
Computed, not measured: an isolated molecule of C5H4, with ωB97M-V with the def2-TZVPD basis set.

```
9
Properties=species:S:1:pos:R:3:lowdin_charge:R:1
C -0.23307 2.08607 -1.07985 0.109
C -0.37144 1.08252 -0.43159 -0.146
C -0.33557 0.07403 0.63267 -0.228
C 0.39197 -1.16566 0.31816 -0.138
C 0.99217 -2.18516 0.09554 0.108
H -0.17280 2.95656 -1.68942 0.024
H 0.17257 0.64067 1.41735 0.123
H -1.33007 -0.16486 1.02857 0.122
H 1.54694 -3.07893 -0.09872 0.027
```

highest occupied orbital energy: -10.0 eV
orbital gap: 10.9 eV
LUMO: 1.0 eV

<2>
Computed, not measured: an isolated molecule of C5H4, with ωB97M-V with the def2-TZVPD basis set.

```
9
Properties=species:S:1:pos:R:3:lowdin_charge:R:1
C 2.38395 -0.53133 -0.07730 0.062
C 1.21771 -0.18830 -0.08054 -0.130
C -0.00101 0.73769 -0.02921 -0.196
C -1.25959 -0.05105 -0.00099 -0.158
C -2.37238 -0.56929 -0.03712 0.102
H 3.46565 -0.87125 0.24999 0.084
H -0.13449 1.37922 -0.88027 0.110
H -0.01958 1.23263 0.91529 0.103
H -3.28025 -1.13832 -0.05985 0.021
```

highest occupied orbital energy: -10.0 eV
orbital gap: 11.0 eV
LUMO: 0.9 eV

<3>
Computed, not measured: an isolated molecule of C5H4, with ωB97M-V with the def2-TZVPD basis set.

```
9
Properties=species:S:1:pos:R:3:lowdin_charge:R:1
C -1.63076 -0.41882 0.03239 -0.048
C -0.21174 -0.24125 0.12164 0.100
C 1.07059 -0.05828 0.09688 -0.192
C 2.09160 0.86542 0.07160 -0.320
C 3.20938 1.44020 0.03449 -0.047
H -2.11469 -0.89748 0.89141 0.098
H -2.01468 -0.80875 -0.91696 0.097
H -1.91908 0.65008 0.07629 0.135
H 1.46428 -1.10212 0.13146 0.177
```

highest occupied orbital energy (spin up / spin down): -8.7 / -8.7 eV
orbital gap (spin up / spin down): 6.9 / 6.9 eV
LUMO (spin up / spin down): -1.7 / -1.7 eV

<4>
Computed, not measured: a structure of composition C5H4, with ωB97M-V with the def2-TZVPD basis set.

```
9
Properties=species:S:1:pos:R:3:lowdin_charge:R:1
C 2.15878 -0.62347 0.44371 0.095
C 1.18032 -0.11168 -0.08428 -0.237
C -0.01058 0.65410 -0.23017 -0.201
C -1.31722 0.02115 0.00521 -0.120
C -2.40875 -0.45730 0.21201 0.108
H 2.99571 -1.23760 0.22424 0.022
H 0.85792 1.09288 0.58373 0.189
H -0.06382 1.52629 -0.87276 0.114
H -3.37158 -0.87138 0.45226 0.030
```

highest occupied orbital energy: -8.8 eV
orbital gap: 9.6 eV
LUMO: 0.8 eV

Stability check: which of them is least stable? <3>.

<1>
Computed, not measured: a structure of composition C5H4, with ωB97M-V with the def2-TZVPD basis set.

```
9
Properties=species:S:1:pos:R:3:lowdin_charge:R:1
C -1.05260 0.44498 0.00767 -0.321
C -2.03209 -0.36514 -0.01076 0.150
C 0.13634 1.25185 0.00321 -0.040
C 0.96057 0.19738 -0.00714 -0.062
C -0.08105 -0.89620 0.00721 -0.150
H 0.26326 2.31584 -0.00327 0.102
H 2.02574 0.06937 -0.03585 0.102
H -0.11024 -1.49439 0.91571 0.110
H -0.10994 -1.52368 -0.87678 0.108
```

highest occupied orbital energy: -9.4 eV
orbital gap: 10.3 eV
LUMO: 0.9 eV

<2>
Computed, not measured: a cluster of 2 separate species, C5H4 in total, with ωB97M-V with the def2-TZVPD basis set.

```
9
Properties=species:S:1:pos:R:3:lowdin_charge:R:1
C -1.79865 -0.27288 0.02004 -0.090
C -0.35501 -0.28932 0.05019 -0.040
C 0.69711 0.29219 0.02014 -0.153
C 1.92016 0.84162 -0.03228 -0.261
C 3.16449 1.19295 -0.08097 0.038
H -2.21147 -0.86976 0.82300 0.075
H -2.17502 -0.60499 -0.94495 0.082
H -2.08199 0.77855 0.16755 0.098
H 2.84038 -1.06835 -0.02273 0.250
```

highest occupied orbital energy (spin up / spin down): -9.5 / -9.3 eV
orbital gap (spin up / spin down): 8.3 / 6.6 eV
LUMO (spin up / spin down): -1.2 / -2.7 eV

<3>
Computed, not measured: a structure of composition C5H4, with ωB97M-V with the def2-TZVPD basis set.

```
9
Properties=species:S:1:pos:R:3:lowdin_charge:R:1
C 0.50042 0.18711 1.02636 -0.148
C -0.78046 0.60163 0.44401 -0.176
C 0.94807 -0.24093 -0.30242 -0.186
C -0.20075 0.41092 -0.84805 -0.032
C -0.35435 -0.91178 0.28339 0.005
H 0.93965 0.21397 1.99990 0.130
H -1.68705 1.01395 0.83050 0.128
H 1.82755 -0.70578 -0.69110 0.128
H -1.19309 -0.56908 -2.74259 0.151
```

highest occupied orbital energy (spin up / spin down): -9.4 / -9.4 eV
orbital gap (spin up / spin down): 9.1 / 8.3 eV
LUMO (spin up / spin down): -0.3 / -1.0 eV

Stability check: which of them is least stable? <3>.

<1>
Computed, not measured: a cluster of 2 separate species, C4H6O3S in total, with ωB97M-V with the def2-TZVPD basis set.

```
14
Properties=species:S:1:pos:R:3:lowdin_charge:R:1
C 2.02670 0.44203 -2.42504 -0.140
C 0.83225 -0.41988 -0.46161 -0.040
C -0.50392 0.07561 -0.34204 -0.323
C -1.00029 0.00768 1.09713 -0.042
O 1.10203 0.60231 -4.95601 -0.342
O -0.42469 1.35594 -3.08252 -0.351
O -0.24041 -1.26515 -0.80227 -0.020
S 0.77401 0.64269 -3.52940 0.722
H 2.54458 -0.56338 -2.60374 0.020
H 1.52114 -0.79812 0.28071 0.121
H -0.85509 0.57963 -1.19910 0.088
H -0.98466 1.06109 1.61104 0.110
H -0.30931 -0.77716 1.68721 0.129
H -2.05413 -0.21633 1.30911 0.068
```

highest occupied orbital energy: -9.3 eV
orbital gap: 8.1 eV
LUMO: -1.2 eV

<2>
Computed, not measured: an isolated molecule of C4H6O3S, with ωB97M-V with the def2-TZVPD basis set.

```
14
Properties=species:S:1:pos:R:3:lowdin_charge:R:1
C -0.71639 1.25898 -1.35831 -0.365
C -0.80530 0.54013 0.00529 -0.082
C -0.29722 -0.84891 0.32735 -0.193
C 1.84755 -1.53956 1.31420 -0.605
H -0.84784 3.32053 -1.98801 0.239
H -0.49951 1.28541 0.75469 0.129
H -1.88416 0.55966 0.12133 0.126
H -0.78611 -1.46105 1.05609 0.115
H -0.25567 -1.53026 -0.55300 0.114
H 2.62230 -1.20950 2.29139 0.162
O -0.62123 2.68136 -1.05443 -0.050
O -0.46424 0.67863 -2.47040 0.040
O 0.99872 -0.59221 0.87909 -0.200
S 1.70911 -3.14322 0.67472 0.570
```

highest occupied orbital energy: -9.0 eV
orbital gap: 8.9 eV
LUMO: -0.1 eV

<3>
Computed, not measured: an isolated molecule of C4H6O3S, with ωB97M-V with the def2-TZVPD basis set.

```
14
Properties=species:S:1:pos:R:3:lowdin_charge:R:1
C 0.49115 1.82957 0.49358 0.052
C 1.54205 -0.65780 0.95212 -0.237
C 0.45759 0.51390 0.49097 -0.338
C -0.65920 -0.77547 -1.46172 -0.107
O 2.41688 -1.06099 0.30101 0.098
O -1.36672 -1.30697 1.18946 -0.290
O -2.08719 0.80419 0.28475 -0.322
S -1.12228 -0.25300 0.26081 0.608
H -0.55740 2.18663 0.18607 0.099
H 1.42252 2.37173 0.55282 0.079
H 1.32349 -0.90462 2.08665 0.155
H -1.53194 -1.39382 -1.73135 0.068
H -0.61356 0.04040 -2.12260 0.047
H 0.28463 -1.39374 -1.48258 0.089
```

highest occupied orbital energy: -10.2 eV
orbital gap: 10.7 eV
LUMO: 0.5 eV

Stability check: which of them is least stable? <1>.

<1>
Computed, not measured: a structure of composition C7H13N, with ωB97M-V with the def2-TZVPD basis set.

```
21
Properties=species:S:1:pos:R:3:lowdin_charge:R:1
C -0.21701 -0.24904 -2.41894 -0.125
C 0.64746 0.12060 -1.18415 -0.268
C -0.38415 -0.21854 -0.16212 -0.444
C -0.83900 1.17522 0.58373 -0.042
C 0.65444 1.29584 1.37002 -0.264
C 0.01159 -0.78539 1.28013 -0.313
C -0.41220 -1.65758 0.05651 -0.137
H -1.34719 0.39427 -2.50034 0.140
H 0.24556 -0.46443 -3.45219 0.064
H -0.53957 -1.48826 -1.82955 0.136
H 1.42906 -0.68819 -1.40921 0.128
H 1.13953 1.02988 -1.06145 0.075
H -0.96640 2.05627 0.10186 0.037
H -1.92588 1.03939 0.95116 0.125
H 0.52191 1.71546 2.35905 0.075
H 1.29477 2.04666 0.82331 0.114
H 0.94886 0.15469 2.96936 0.236
H -0.80508 -0.61689 2.10370 0.149
H 0.68252 -2.32435 -0.29347 0.204
H -1.30480 -2.53358 0.09831 0.155
N 1.16558 -0.00201 1.61428 -0.043
```

highest occupied orbital energy: -8.1 eV
orbital gap: 8.6 eV
LUMO: 0.5 eV

<2>
Computed, not measured: an isolated molecule of C7H13N, with ωB97M-V with the def2-TZVPD basis set.

```
21
Properties=species:S:1:pos:R:3:lowdin_charge:R:1
C -0.88553 1.06005 -0.07559 -0.366
C 1.10132 0.75861 -0.74626 -0.258
C -0.07494 -0.19525 -0.05941 -0.454
C -2.34616 1.22431 0.07929 -0.015
C 2.35714 0.92931 -0.00016 -0.110
C 0.43537 -0.73263 1.31426 -0.045
C -0.66039 -1.34967 -0.88552 -0.055
N -0.05460 1.85332 -0.62243 0.155
H 1.37118 0.54338 -1.82253 0.142
H -2.82075 1.58060 -0.82615 0.085
H -2.53252 1.85693 0.93790 0.084
H -2.82122 0.27157 0.13560 0.059
H 2.21312 1.32561 1.00950 0.074
H 3.09207 1.46952 -0.66880 0.099
H 2.74651 -0.08538 0.19786 0.073
H 1.33552 -1.36376 0.88428 0.114
H -0.25146 -1.24664 1.99362 0.075
H 0.85769 0.11341 1.92163 0.080
H -0.14915 -2.31508 -0.87357 0.070
H -0.88317 -1.04571 -2.06255 0.148
H -1.59697 -1.50052 -0.39502 0.046
```

highest occupied orbital energy: -8.9 eV
orbital gap: 9.7 eV
LUMO: 0.9 eV

Stability check: which of them is least stable? <1>.

<1>
Computed, not measured: an isolated molecule of C7H13N, with ωB97M-V with the def2-TZVPD basis set.

```
21
Properties=species:S:1:pos:R:3:lowdin_charge:R:1
C -2.45220 -0.61070 0.34957 -0.064
C -0.88872 1.29978 -0.25878 -0.098
C 0.75907 1.40950 -0.53184 -0.127
C 1.26611 0.05486 -0.26682 -0.369
C 1.59236 0.05661 1.22892 -0.081
C 1.20525 -1.44681 -0.60276 -0.046
C -0.09772 -0.71418 -0.52906 -0.310
H -2.99480 -0.69674 -0.56961 0.062
H -2.47787 -1.58272 0.78071 0.063
H -2.87948 0.18348 0.97714 0.082
H -1.59542 1.24522 -1.20784 0.135
H -1.23042 2.12595 0.38820 0.095
H 1.28940 2.11282 0.19806 0.119
H 1.00810 1.77693 -1.52103 0.093
H 2.65104 0.23863 1.39222 0.086
H 1.26884 -0.94997 1.53606 0.071
H 1.09035 0.75923 1.85570 0.066
H 1.46751 -1.98652 -1.61289 0.134
H 1.46792 -2.11789 0.26345 0.102
H -0.31526 -0.61424 -1.58608 0.128
N -1.00782 -0.11264 0.39578 -0.144
```

highest occupied orbital energy: -8.1 eV
orbital gap: 9.2 eV
LUMO: 1.1 eV

<2>
Computed, not measured: an isolated molecule of C7H13N, with ωB97M-V with the def2-TZVPD basis set.

```
21
Properties=species:S:1:pos:R:3:lowdin_charge:R:1
C -3.69752 0.77378 0.39894 -0.122
C -2.82789 -0.12484 -0.43172 -0.198
C -1.67138 -0.64303 -0.24892 -0.062
C -0.43706 -1.16047 -0.10661 -0.096
C 0.70386 -0.48903 -0.94476 -0.204
C 2.85822 0.89541 -0.45944 -0.112
C 1.91267 -0.44603 1.13512 -0.166
H -4.46936 0.27554 1.11681 0.095
H -4.32678 1.36840 -0.23781 0.040
H -3.03276 1.48562 1.12178 0.124
H -3.16534 -0.44181 -1.44323 0.119
H -0.35834 -2.04207 0.58111 0.110
H 1.15465 -1.27185 -1.76769 0.160
H 0.21652 0.27373 -1.45543 0.073
H 3.04163 1.54005 0.44088 0.080
H 3.70506 0.09180 -0.66294 0.109
H 2.70917 1.56227 -1.39261 0.096
H 2.53801 -1.29873 0.85392 0.085
H 1.06407 -0.79679 1.73167 0.074
H 2.53708 0.14512 1.80640 0.077
N 1.54551 0.30295 -0.03547 -0.282
```

highest occupied orbital energy: -8.6 eV
orbital gap: 9.6 eV
LUMO: 1.1 eV

Stability check: which of them is least stable? <1>.